[1]
106
Properties=species:S:1:pos:R:3:forces:R:3 method="wB97M-V/def2-TZVPD" molar_mass_g_mol=745.93 total_charge=0 smiles="CCCOCc1ccc2c(c1)C(=O)C(N)=C(Cc1ccccc1)C2=O.CC#N.CC#N.CC#N.CC#N.CC#N.CC#N.CC#N.CC#N.CC#N.CC#N"
C 1.698737 4.716948 0.573780 -0.46 -0.14 0.62
C 0.601186 4.959200 -0.534095 0.68 -0.14 0.03
C 1.168493 5.686471 -1.817145 -0.42 0.60 1.67
O 2.236945 4.984921 -2.455126 -1.00 0.23 -0.74
C 1.787691 4.126867 -3.503414 -0.13 -0.98 -0.13
C 1.626121 2.660552 -2.967691 -0.76 -1.75 0.05
C 0.335799 1.994579 -3.244857 1.98 -0.85 1.26
C 0.083846 0.638063 -2.750260 2.05 0.89 0.34
C 1.133968 -0.013293 -1.989561 0.77 0.62 0.08
C 2.459134 0.609939 -1.724283 -1.82 0.87 -0.97
C 2.694866 1.957035 -2.225655 -1.58 -0.90 -0.41
C 3.507469 -0.202828 -0.891828 -1.27 -0.19 0.21
O 4.698477 -0.184686 -1.097866 -0.51 0.34 0.27
C 2.877807 -1.090133 0.241805 -1.00 0.03 -0.80
N 3.593277 -1.288496 1.506975 -0.04 1.04 -1.64
C 1.654738 -1.655996 -0.002655 0.53 -0.22 0.33
C 0.967003 -2.498796 1.105190 -0.52 0.77 -0.10
C -0.034343 -1.575871 1.906172 -1.68 1.20 1.38
C -0.916120 -2.130464 2.956514 -0.36 1.83 -0.03
C -1.843263 -1.283889 3.723028 0.88 1.35 -1.38
C -1.979276 0.163550 3.469600 1.95 -1.39 -1.63
C -1.131835 0.710050 2.398751 0.05 -1.99 0.72
C -0.177068 -0.136337 1.657027 -1.21 -0.39 1.24
C 0.938208 -1.444983 -1.379920 0.69 1.28 0.48
O 0.297370 -2.309997 -1.927627 0.14 0.38 0.50
H 1.172236 4.722024 1.572668 0.62 -0.06 -0.92
H 2.489122 5.508416 0.628301 -0.71 -0.57 -0.27
H 2.203195 3.718699 0.497433 -0.40 0.91 -0.19
H 0.164301 3.953801 -0.803350 0.21 1.12 0.19
H -0.195980 5.612796 -0.074492 0.66 -0.67 -0.71
H 0.301319 5.933899 -2.484546 0.90 -0.35 0.14
H 1.597407 6.668217 -1.455953 -0.33 -0.97 -0.49
H 2.502101 4.190615 -4.375546 -0.46 -0.22 1.09
H 0.788236 4.444205 -3.925076 0.96 -0.20 0.55
H -0.419889 2.562364 -3.838258 0.66 -0.70 0.65
H -0.868939 0.083340 -2.926466 0.96 0.67 0.13
H 3.684162 2.439551 -2.040273 -1.03 -0.37 -0.22
H 4.583246 -1.138048 1.264657 -0.35 -0.13 0.31
H 3.330940 -0.491115 2.104321 0.08 -0.51 -0.10
H 0.379722 -3.348882 0.674108 0.58 0.72 0.22
H 1.753203 -2.909845 1.790311 -0.73 0.41 -0.59
H -0.926672 -3.216136 3.220761 0.23 1.02 -0.44
H -2.493193 -1.706937 4.523755 0.76 0.07 -0.83
H -2.680023 0.836346 4.044816 1.01 -1.06 -0.80
H -1.192184 1.793906 2.142234 0.06 -1.06 0.25
H 0.421492 0.394983 0.876297 -0.50 -0.71 0.73
C -6.211483 0.697521 3.877844 0.38 0.32 0.03
C -5.146195 1.724859 3.935131 -0.52 -0.34 -0.07
N -4.318308 2.520947 3.979729 -0.20 -0.07 0.04
H -5.796303 -0.248633 3.529701 0.05 0.06 0.05
H -6.641372 0.553630 4.869346 0.05 -0.02 -0.03
H -6.997431 1.015436 3.192460 0.17 0.03 0.06
C 3.829658 3.727904 -7.756295 -0.46 -0.28 0.11
C 2.575546 3.034554 -7.380514 -1.12 -0.60 0.31
N 1.588954 2.489165 -7.087615 1.67 1.01 -0.49
H 3.679799 4.285862 -8.680658 -0.08 -0.02 0.07
H 4.121759 4.418974 -6.965857 -0.05 -0.04 -0.03
H 4.625409 2.998017 -7.904054 -0.08 0.00 0.04
C 3.923871 -2.438521 -3.464366 0.25 0.03 -0.52
C 4.479141 -2.199538 -4.817786 -0.24 -0.07 0.54
N 4.909393 -2.014451 -5.866437 -0.05 -0.02 0.14
H 3.669365 -3.491939 -3.348662 0.00 0.05 -0.05
H 4.659377 -2.164860 -2.708719 0.00 0.01 -0.09
H 3.025426 -1.837689 -3.321543 0.04 -0.02 -0.09
C 3.710123 -5.390561 2.738137 -0.83 -0.16 0.08
C 2.392853 -6.030882 2.959327 0.41 0.30 -0.20
N 1.358757 -6.509327 3.117805 0.19 0.01 -0.05
H 3.829443 -4.543487 3.411933 -0.14 -0.26 -0.17
H 4.505793 -6.106717 2.921282 -0.03 0.17 0.08
H 3.781211 -5.039618 1.708009 -0.03 -0.08 0.02
C -9.012264 2.746496 6.546444 -0.11 -0.58 -0.12
C -9.317923 1.332862 6.217740 0.13 0.60 0.13
N -9.551633 0.237940 5.961106 0.03 0.16 -0.01
H -9.388677 2.984794 7.540756 0.01 -0.05 -0.05
H -7.934421 2.906731 6.525341 -0.05 -0.03 -0.02
H -9.484339 3.406353 5.818984 0.03 -0.05 0.02
C -1.022754 3.816301 -9.865338 0.40 0.39 0.02
C 0.056652 4.830168 -9.815454 -0.05 -0.06 0.01
N 0.894394 5.621063 -9.779432 -0.44 -0.48 0.00
H -0.618551 2.862354 -10.202292 0.02 0.06 0.05
H -1.456236 3.689131 -8.873947 0.08 0.01 -0.03
H -1.801012 4.138508 -10.556782 0.07 0.02 0.03
C -2.433907 -4.960998 0.092660 -0.16 0.00 0.59
C -2.862028 -5.028375 1.510316 -0.01 -0.04 -0.08
N -3.204674 -5.090194 2.608964 0.20 0.08 -0.62
H -2.703734 -5.884129 -0.419404 0.01 0.03 0.07
H -2.923001 -4.122368 -0.402169 0.04 -0.02 0.06
H -1.354059 -4.826029 0.037945 -0.06 -0.01 0.01
C 5.863931 -1.259476 5.127533 -0.12 -0.57 -0.13
C 5.578937 -2.679143 4.812319 0.14 0.58 0.14
N 5.363999 -3.780935 4.570095 0.34 0.40 0.34
H 5.497850 -1.021635 6.125765 0.00 -0.05 -0.06
H 6.938092 -1.080730 5.089610 -0.06 -0.05 -0.01
H 5.369129 -0.613088 4.403179 0.01 -0.06 0.03
C -10.762407 3.097660 2.565690 0.56 -0.12 -0.09
C -9.349346 2.759991 2.272557 -0.57 0.13 0.11
N -8.254348 2.498218 2.045880 -0.24 0.10 0.02
H -11.098156 2.550429 3.446717 0.05 -0.02 -0.06
H -10.856278 4.167281 2.752129 0.04 -0.05 -0.04
H -11.390717 2.827268 1.717726 0.06 0.00 0.04
C 4.111874 -9.193727 1.445408 0.38 0.43 0.04
C 5.150485 -8.136599 1.483901 0.42 0.15 -0.10
N 5.969368 -7.319537 1.507578 -0.81 -0.91 -0.08
H 4.550724 -10.130656 1.103345 0.03 0.08 0.02
H 3.693642 -9.337894 2.441375 0.02 0.05 -0.05
H 3.313570 -8.903285 0.762994 0.04 0.02 0.06

[2]
101
Properties=species:S:1:pos:R:3:forces:R:3 method="wB97M-V/def2-TZVPD" molar_mass_g_mol=725.83 total_charge=0
Ti -0.132771 0.881331 1.325924 0.04 0.20 0.36
N 0.585136 2.616475 5.110933 0.02 0.01 -0.02
C -0.061093 2.365968 3.947513 -0.05 -0.10 -0.13
S -0.910580 0.837761 3.780017 0.06 -0.03 0.06
N -0.065842 3.303068 3.031514 0.07 0.07 0.04
N -0.797327 2.839409 1.954417 -0.16 0.00 -0.13
C -1.872690 3.401462 1.557311 0.21 -0.02 0.04
C -2.374123 4.696992 2.059576 -0.14 -0.02 0.01
C -3.684039 4.812284 2.520429 0.04 -0.03 -0.01
C -4.144967 6.022641 3.013736 -0.02 0.02 0.00
C -3.306558 7.128074 3.034197 0.01 -0.04 -0.02
C -2.001838 7.016622 2.571522 0.00 0.04 0.02
C -1.532075 5.804742 2.095085 0.04 -0.04 -0.04
C -2.667127 2.535413 0.654592 -0.20 -0.06 -0.16
C -3.728066 2.993181 -0.110512 0.10 0.23 0.12
C -4.472008 2.089636 -0.850905 0.00 -0.23 -0.04
C -4.145257 0.745172 -0.792252 -0.04 0.20 0.00
C -3.059810 0.367392 -0.016938 0.05 -0.10 0.02
N -2.331775 1.231699 0.682947 -0.02 -0.08 -0.01
H 0.811948 1.827318 5.689527 -0.01 0.01 0.01
H 1.201781 3.412559 5.128041 0.00 0.00 0.02
H -4.333375 3.945500 2.515043 -0.01 0.01 0.00
H -5.158758 6.100917 3.383770 0.00 0.00 0.00
H -3.668617 8.074257 3.414349 0.00 0.01 0.00
H -1.344303 7.875783 2.589846 0.00 0.00 0.00
H -0.511034 5.703939 1.752744 0.00 0.01 0.00
H -3.956575 4.050282 -0.121391 -0.01 -0.02 -0.01
H -5.296433 2.432378 -1.462129 0.00 0.00 0.00
H -4.700543 -0.000157 -1.342875 0.00 -0.01 0.00
H -2.754558 -0.668392 0.046951 0.01 0.00 0.00
C 1.390361 -5.750444 -0.178003 0.04 0.01 0.02
C 2.417595 -5.173923 0.798432 0.00 -0.02 -0.01
C 2.357064 -5.993310 2.095205 -0.01 0.01 -0.02
C 3.808725 -5.322192 0.165341 -0.03 0.01 0.01
C 2.154222 -3.700793 1.111143 0.12 0.05 0.09
C 1.079496 -3.008455 0.572914 -0.11 -0.02 -0.12
C 0.898359 -1.666928 0.873670 0.14 0.08 0.20
N -0.108534 -0.798789 0.389105 -0.15 -0.09 -0.14
C -0.383298 -0.648433 -0.987843 -0.03 0.08 0.05
C -0.774983 -1.641367 -1.870126 0.03 -0.09 0.04
C -1.063685 -1.322434 -3.191777 0.03 0.14 0.00
C -0.968474 0.015393 -3.568510 -0.03 -0.15 -0.06
C -0.600007 1.052592 -2.713081 0.06 0.14 0.13
C -0.282829 0.698044 -1.396433 -0.06 -0.02 -0.20
O 0.088689 1.564515 -0.428065 0.02 -0.02 0.06
C -0.549209 2.474265 -3.290627 -0.02 0.02 -0.04
C -0.215166 3.572629 -2.275806 0.03 -0.03 -0.01
C 0.520060 2.520591 -4.393763 -0.03 0.00 0.03
C -1.918932 2.820165 -3.897737 0.03 0.00 0.00
C -1.479564 -2.372493 -4.220497 0.00 -0.01 -0.03
C -2.875342 -2.038539 -4.765665 0.02 -0.01 0.02
C -0.469180 -2.377226 -5.377288 -0.02 0.00 0.03
C -1.523659 -3.779639 -3.622830 0.00 0.02 -0.03
C 1.782280 -1.010123 1.740675 0.05 -0.14 -0.07
O 1.511456 0.310427 1.931889 0.04 -0.09 -0.09
C 2.863049 -1.682675 2.317784 -0.02 0.20 0.08
C 3.020503 -3.019807 1.972313 -0.11 -0.10 -0.07
C 3.816751 -0.955305 3.266511 0.06 -0.05 0.00
C 4.941087 -1.872822 3.753928 -0.03 0.02 -0.01
C 3.045376 -0.462655 4.500807 0.03 -0.01 -0.04
C 4.461875 0.235981 2.542504 -0.02 0.01 0.01
H 1.629737 -6.796578 -0.377807 -0.01 0.00 0.00
H 1.401739 -5.217934 -1.131380 -0.01 0.00 0.00
H 0.379240 -5.711921 0.231918 -0.01 0.00 -0.01
H 2.543909 -7.049018 1.884070 0.00 0.00 0.01
H 1.372849 -5.902226 2.558670 0.01 -0.01 0.01
H 3.101144 -5.656851 2.817875 0.00 0.00 0.00
H 4.008965 -6.370960 -0.066725 0.00 0.00 0.00
H 4.594023 -4.969064 0.834445 0.00 0.00 0.00
H 3.870068 -4.746001 -0.759836 0.01 0.00 0.00
H 0.379872 -3.504701 -0.081678 -0.01 0.01 0.01
H -0.872471 -2.655480 -1.512778 0.00 0.01 0.01
H -1.193087 0.268568 -4.597713 0.00 0.01 0.01
H 0.762249 3.423827 -1.820890 -0.02 0.01 0.00
H -0.952716 3.618578 -1.474581 0.00 0.01 0.02
H -0.213594 4.532734 -2.797855 -0.01 0.01 0.00
H 1.502114 2.284202 -3.980722 0.01 0.00 -0.01
H 0.561773 3.520427 -4.832245 0.01 0.00 0.00
H 0.308390 1.808834 -5.192327 0.01 -0.01 -0.01
H -2.692872 2.790066 -3.127762 -0.01 0.00 0.00
H -2.205245 2.131540 -4.693252 -0.01 0.01 0.01
H -1.894058 3.828223 -4.318211 0.00 0.00 0.00
H -2.897253 -1.055679 -5.237516 0.00 0.01 0.00
H -3.611404 -2.042152 -3.958593 -0.01 0.00 -0.01
H -3.178864 -2.777980 -5.510394 0.00 0.00 0.00
H -0.424572 -1.406825 -5.873245 0.00 -0.01 0.00
H -0.748611 -3.126155 -6.122076 0.00 0.00 0.00
H 0.530655 -2.613241 -5.008449 0.00 0.00 -0.01
H -2.250398 -3.852285 -2.811103 0.00 0.00 0.00
H -0.546198 -4.083767 -3.243402 0.00 -0.01 0.01
H -1.816235 -4.491979 -4.396452 0.00 -0.01 0.01
H 3.851718 -3.567470 2.392517 0.01 0.01 0.01
H 4.550483 -2.730711 4.305002 0.02 0.00 0.00
H 5.593485 -1.313594 4.426990 0.00 0.01 0.00
H 5.551091 -2.237709 2.925288 0.01 -0.01 0.01
H 2.618259 -1.308069 5.044377 -0.01 0.01 0.01
H 2.237141 0.208728 4.219300 -0.05 0.01 -0.02
H 3.726021 0.070412 5.170705 0.00 -0.01 0.01
H 5.025872 -0.107517 1.672807 0.00 0.01 0.00
H 5.152569 0.747583 3.217439 0.01 0.00 0.00
H 3.713391 0.952143 2.208414 0.03 -0.02 0.00

One value per record, in order, for E: -2420.72646 -3265.01803 hartree.
One value per record, in order, for gap between HOMO and LUMO: 7.9 6.7 eV.